(1)
Below is a structure of composition C25H29N4O5Ru, with properties calculated with ωB97M-V/def2-TZVPD.

For the HOMO-LUMO gap (alpha / beta), the calculation gives 5.60 / 5.64 eV. The spin multiplicity is 2. For the max |F|, the calculation gives 5.24 eV Å⁻¹. The expectation value of S² is 0.763. Its total charge is 0. The calculation puts the HOMO energy (alpha / beta) at -6.802 / -6.636 eV. For the LUMO energy (alpha / beta), the calculation gives -1.20 / -1.00 eV.

The geometry in XYZ format:
```
64
C25H29N4O5Ru (ωB97M-V/def2-TZVPD)
Ru -0.025 -0.230 -0.584
O -0.006 -0.585 1.952
O 1.384 1.327 -1.652
O 2.386 0.018 -0.194
O 0.140 1.925 0.872
O -1.759 1.619 -1.206
N 4.741 -0.734 5.993
N -2.120 -1.376 -0.739
N 0.392 -2.348 -1.292
N 2.353 1.319 -0.822
C 3.551 -1.572 2.814
C -4.468 -1.566 1.597
C -5.294 -2.476 -0.456
C 1.442 -3.094 -1.624
C -3.436 -0.791 -0.570
C -6.277 -3.136 1.629
C 2.926 -0.085 1.029
C -4.411 -1.636 0.210
C -0.313 -1.896 2.382
C -5.399 -2.306 2.306
C 3.951 -0.467 3.580
C -0.953 0.379 2.375
C -1.994 -2.589 -1.172
C 3.352 1.017 1.780
C -1.565 1.766 -2.608
C -0.339 1.770 2.193
C 3.849 0.823 3.047
C 1.041 -4.386 -1.986
C 3.037 -1.382 1.556
C -1.722 2.817 -0.456
C -6.220 -3.224 0.249
C -0.338 -4.414 -1.870
C -0.318 3.042 0.133
C 4.404 -0.625 4.900
C -0.724 -3.130 -1.433
H -5.264 -2.529 -1.535
H 2.437 -2.685 -1.614
H -1.997 3.680 -1.073
H -2.861 -3.227 -1.357
H 0.506 -2.532 2.052
H -3.856 -0.584 -1.562
H 1.687 -5.187 -2.294
H -2.518 2.026 -3.086
H 2.689 -2.206 0.950
H -5.458 -2.224 3.383
H -7.016 -3.704 2.175
H -2.457 2.706 0.350
H -0.818 2.524 -2.844
H -1.211 0.796 -2.980
H -1.082 2.538 2.436
H -0.380 -1.929 3.475
H -1.254 -2.251 1.950
H 0.519 1.858 2.872
H -3.792 -0.915 2.134
H -3.301 0.168 -0.062
H 3.643 -2.564 3.231
H 4.170 1.663 3.647
H -1.868 0.284 1.771
H -1.190 0.224 3.437
H -0.994 -5.237 -2.084
H 0.393 3.124 -0.696
H -6.906 -3.866 -0.284
H 3.260 2.004 1.355
H -0.287 3.950 0.747
```

Let us look at the Mulliken charges, expressed in e, one per atom: number 1, Ru, carries 0.964; number 2, O, carries 0.360; number 3, O, carries -0.277; number 4, O, carries -0.364; number 5, O, carries 0.225; number 6, O, carries 0.047; number 7, N, carries -0.512; number 8, N, carries 0.632; number 9, N, carries 0.104; number 10, N, carries -0.119; number 11, C, carries -0.701; number 12, C, carries 0.031; number 13, C, carries -0.298; number 14, C, carries -0.641; number 15, C, carries -1.036; number 16, C, carries -0.414; number 17, C, carries 1.032; number 18, C, carries 0.309; number 19, C, carries -0.939; number 20, C, carries -0.830; number 21, C, carries 0.280; number 22, C, carries 0.170; number 23, C, carries 0.027; number 24, C, carries -0.269; number 25, C, carries -0.999; number 26, C, carries -1.164; number 27, C, carries -0.868; number 28, C, carries -0.977; number 29, C, carries -0.512; number 30, C, carries -0.749; number 31, C, carries -0.739; number 32, C, carries -0.852; number 33, C, carries -0.806; number 34, C, carries -0.021; number 35, C, carries -0.454; number 36, H, carries 0.435; number 37, H, carries 0.643; number 38, H, carries 0.473; number 39, H, carries 0.281; number 40, H, carries 0.198; number 41, H, carries 0.392; number 42, H, carries 0.444; number 43, H, carries 0.278; number 44, H, carries 0.548; number 45, H, carries 0.404; number 46, H, carries 0.383; number 47, H, carries 0.331; number 48, H, carries 0.434; number 49, H, carries 0.213; number 50, H, carries 0.503; number 51, H, carries 0.320; number 52, H, carries 0.167; number 53, H, carries 0.315; number 54, H, carries 0.319; number 55, H, carries 0.071; number 56, H, carries 0.476; number 57, H, carries 0.463; number 58, H, carries -0.570; number 59, H, carries 0.632; number 60, H, carries 0.473; number 61, H, carries 0.345; number 62, H, carries 0.389; number 63, H, carries 0.546; number 64, H, carries 0.452


(2)
Below is a structure of composition C25H29N5O6S2, with properties calculated with ωB97M-V/def2-TZVPD.

For the HOMO-LUMO gap, the calculation gives 7.78 eV. For the max |F|, the calculation gives 0.85 eV Å⁻¹. Its total charge is 0. The calculation puts the HOMO energy at -8.002 eV. For the LUMO energy, the calculation gives -0.22 eV.

The geometry in XYZ format:
```
67
C25H29N5O6S2 (ωB97M-V/def2-TZVPD)
S -1.649 -2.188 1.093
S 1.573 -2.168 0.494
O -0.695 1.659 1.487
O 5.597 -0.542 -2.574
O 5.127 -0.328 -0.038
O -3.978 -0.729 5.028
O -0.423 2.126 -2.888
O -3.686 3.294 0.067
N -1.065 3.184 -1.000
N -2.616 -2.575 2.324
N -4.201 -2.917 4.496
N -2.435 0.841 3.351
N -0.098 0.395 -0.266
C 3.453 0.471 -3.143
C -2.876 -1.542 3.096
C 0.661 1.547 -0.775
C 4.401 0.019 -2.245
C 5.906 -0.695 -3.936
C -3.508 3.407 -1.339
C 1.973 1.084 -1.356
C -2.106 3.974 -1.610
C -0.745 0.561 0.916
C 2.749 -3.043 -1.601
C 0.967 -1.671 -1.052
C 2.810 -3.104 -0.249
C -1.505 -0.511 1.534
C -3.729 -1.672 4.292
C 2.242 0.993 -2.705
C -2.260 -0.311 2.700
C -0.191 -0.730 -1.169
C 2.944 0.671 -0.439
C -4.358 2.086 0.346
C -3.877 1.100 -0.717
C 4.924 -0.250 1.351
C -0.309 2.314 -1.690
C -3.735 2.004 -1.942
C 4.142 0.131 -0.859
C 1.695 -2.222 -2.060
H -4.243 4.121 -1.741
H -2.968 0.812 4.209
H -4.649 1.994 -2.536
H 6.886 -1.169 -3.964
H 1.516 1.322 -3.428
H 5.957 0.270 -4.451
H 4.049 -0.828 1.665
H -5.446 2.232 0.270
H -1.068 3.142 0.013
H -4.786 -3.105 5.292
H -2.905 1.711 -2.581
H 1.490 -2.038 -3.099
H -1.923 3.997 -2.687
H 4.811 0.787 1.685
H -0.208 -0.334 -2.190
H -2.908 0.694 -0.429
H -2.052 4.988 -1.204
H 0.872 2.177 0.097
H -4.106 1.793 1.366
H 3.635 0.412 -4.204
H 2.727 0.759 0.614
H -1.137 -1.257 -1.005
H -3.952 -3.651 3.857
H -1.893 1.637 3.046
H 5.179 -1.337 -4.445
H -4.574 0.279 -0.869
H 5.819 -0.676 1.802
H 3.505 -3.638 0.367
H 3.435 -3.555 -2.251
```

Let us look at the Mulliken charges, expressed in e, one per atom: number 1, S, carries 0.110; number 2, S, carries -0.130; number 3, O, carries -0.918; number 4, O, carries -0.450; number 5, O, carries -0.456; number 6, O, carries -0.712; number 7, O, carries -0.668; number 8, O, carries -0.498; number 9, N, carries 0.012; number 10, N, carries -0.659; number 11, N, carries -0.341; number 12, N, carries -0.227; number 13, N, carries 1.234; number 14, C, carries -0.863; number 15, C, carries 0.176; number 16, C, carries 0.290; number 17, C, carries 1.295; number 18, C, carries -0.979; number 19, C, carries 0.304; number 20, C, carries -0.737; number 21, C, carries -1.325; number 22, C, carries 0.702; number 23, C, carries -0.861; number 24, C, carries 0.705; number 25, C, carries -0.447; number 26, C, carries 0.359; number 27, C, carries 0.357; number 28, C, carries -1.107; number 29, C, carries -0.619; number 30, C, carries -2.190; number 31, C, carries -0.322; number 32, C, carries -0.607; number 33, C, carries 0.763; number 34, C, carries -0.790; number 35, C, carries -0.410; number 36, C, carries -0.948; number 37, C, carries 0.369; number 38, C, carries -0.366; number 39, H, carries 0.440; number 40, H, carries 0.185; number 41, H, carries 0.368; number 42, H, carries 0.246; number 43, H, carries 0.539; number 44, H, carries 0.360; number 45, H, carries 0.230; number 46, H, carries 0.329; number 47, H, carries 0.341; number 48, H, carries 0.240; number 49, H, carries 0.318; number 50, H, carries 0.533; number 51, H, carries 0.428; number 52, H, carries 0.342; number 53, H, carries 0.376; number 54, H, carries -0.822; number 55, H, carries 0.444; number 56, H, carries 1.029; number 57, H, carries 0.322; number 58, H, carries 0.405; number 59, H, carries 0.519; number 60, H, carries 1.163; number 61, H, carries 0.248; number 62, H, carries 0.242; number 63, H, carries 0.364; number 64, H, carries 0.528; number 65, H, carries 0.247; number 66, H, carries 0.549; number 67, H, carries 0.442


no.,DFT total energy (Eh)
1,-1659.86633
2,-2491.70651